This record from the Open Molecules 2025 dataset describes a cluster of 2 separate species, C9H14 in total at a distorted geometry. The level of theory is ωB97M-V/def2-TZVPD.

The value obtained for the HOMO-LUMO gap (alpha / beta) is 3.242 / 7.204 eV. As for the energy: -351.2145 Ha.

ORCA input file:
```
! RIJCOSX wB97M-V def2-TZVPD def2/J DEFGRID3
* xyz -1 2
C -2.36 0.11 -1.61
C 0.22 0.00 -1.69
C -1.08 -0.44 -1.17
C 1.34 -0.51 -1.20
C -1.07 -1.40 -0.16
C 1.37 -1.49 -0.11
C 0.16 -1.68 0.54
H 0.20 0.75 -2.39
H 2.39 -0.24 -1.49
H -2.92 -0.60 -2.24
H -2.21 1.04 -2.11
H -2.10 -1.70 0.11
H 2.30 -2.11 0.12
H 0.17 -2.34 1.39
H -2.98 0.49 -0.90
C 1.51 1.25 1.40
C 0.06 1.31 1.78
H 1.86 2.04 0.78
H 2.24 1.45 2.22
H 1.85 0.33 0.98
H -0.03 1.42 2.91
H -0.40 0.34 1.60
H -0.51 1.99 1.25
*
```

This record from the Open Molecules 2025 dataset describes a structure of composition C26H20Cl6GeN2O2Pt at a distorted geometry. The level of theory is ωB97M-V/def2-TZVPD.

The value obtained for the HOMO-LUMO gap is 6.496 eV. As for the energy: -6220.1564 Ha.

ORCA input file:
```
! RIJCOSX wB97M-V def2-TZVPD def2/J DEFGRID3
* xyz 0 1
Pt -0.35 0.18 0.33
Cl 4.81 3.11 -4.17
C 4.02 2.47 -2.76
C 4.69 1.55 -1.96
C 4.07 1.07 -0.82
C 2.80 1.50 -0.48
O 2.23 1.15 0.69
C 2.10 2.36 -1.32
C 0.69 2.72 -1.19
N -0.27 2.09 -0.63
C -1.61 2.56 -0.96
C -1.89 3.63 -1.77
C -3.22 4.00 -2.07
C -4.28 3.29 -1.59
C -4.04 2.16 -0.78
C -5.07 1.35 -0.26
C -4.77 0.27 0.51
C -3.41 -0.03 0.75
N -2.44 0.70 0.28
C -2.71 1.80 -0.47
C 2.75 2.88 -2.45
H 5.68 1.23 -2.23
H 4.59 0.38 -0.16
H 0.46 3.59 -1.79
H -1.12 4.23 -2.21
H -3.38 4.86 -2.71
H -5.30 3.57 -1.83
H -6.10 1.60 -0.49
H -5.54 -0.38 0.92
H -3.12 -0.90 1.33
H 2.23 3.58 -3.10
Cl -1.36 -6.78 -2.22
C -1.22 -5.27 -1.39
C -0.60 -4.18 -1.98
Cl 0.02 -4.35 -3.58
C -0.49 -2.96 -1.32
Cl 0.29 -1.66 -2.17
C -0.98 -2.78 -0.01
O -0.96 -1.71 0.74
C -1.62 -3.92 0.56
Cl -2.30 -3.73 2.14
C -1.73 -5.13 -0.10
Cl -2.52 -6.45 0.66
C 2.08 0.83 3.64
Ge 1.94 -0.79 2.56
C 0.56 -1.95 3.30
C 3.64 -1.77 2.52
C 1.58 -0.18 0.70
H 2.15 0.59 4.70
H 1.20 1.44 3.47
H 2.96 1.41 3.35
H 0.86 -2.28 4.30
H 0.40 -2.83 2.68
H -0.39 -1.42 3.37
H 3.91 -2.13 3.51
H 4.45 -1.14 2.16
H 3.55 -2.63 1.86
H 2.10 -0.80 -0.05
*
```

This record from the Open Molecules 2025 dataset describes the molecule CHBrFNO at a distorted geometry. The level of theory is ωB97M-V/def2-TZVPD.

As for the structure (SMILES): O=N[C@H](F)Br. The value obtained for the HOMO-LUMO gap is 9.152 eV. As for the energy: -2842.4699 Ha.

ORCA input file:
```
! RIJCOSX wB97M-V def2-TZVPD def2/J DEFGRID3
* xyz 0 1
O 0.67 1.75 0.49
N 0.05 1.06 -0.25
C 0.00 -0.43 -0.10
F 0.31 -0.77 -1.39
Br -1.75 -0.72 0.54
H 0.73 -0.90 0.70
*
```

This record from the Open Molecules 2025 dataset describes a cluster of 2 separate species, C2H8N2S in total at a distorted geometry. The level of theory is ωB97M-V/def2-TZVPD.

The value obtained for the HOMO-LUMO gap is 7.514 eV. As for the energy: -588.6468 Ha.

ORCA input file:
```
! RIJCOSX wB97M-V def2-TZVPD def2/J DEFGRID3
* xyz 0 1
C -0.65 -1.67 0.10
N 0.09 -0.72 -0.72
C 0.76 0.26 -0.17
N 1.25 1.33 -0.83
H -0.20 -2.66 0.06
H -1.68 -1.72 -0.27
H -0.69 -1.30 1.11
H -0.27 -0.55 -1.65
H 0.95 0.23 0.88
H 1.04 1.39 -1.81
H 0.99 2.16 -0.27
S -1.01 1.87 1.20
H -0.58 1.37 2.38
*
```

This record from the Open Molecules 2025 dataset describes a structure of composition C31H33IN5O2Pd at a distorted geometry. The level of theory is ωB97M-V/def2-TZVPD.

The value obtained for the HOMO-LUMO gap is 3.583 eV. As for the energy: -2050.8009 Ha.

ORCA input file:
```
! RIJCOSX wB97M-V def2-TZVPD def2/J DEFGRID3
* xyz -1 1
Pd 1.67 -0.39 0.09
O -5.25 2.37 -0.11
N -5.13 1.16 0.12
O -6.12 0.44 0.31
C -3.87 0.56 0.17
C -3.84 -0.81 0.50
C -2.65 -1.51 0.65
C -2.60 -2.88 1.01
C -1.38 -3.49 1.13
C -0.21 -2.75 0.89
N -0.24 -1.47 0.55
C -1.41 -0.85 0.42
C -1.42 0.52 -0.01
N -0.23 1.06 -0.31
C -0.17 2.32 -0.71
C -1.30 3.11 -0.83
C -2.54 2.58 -0.54
C -2.64 1.24 -0.12
H -4.79 -1.30 0.67
H -3.52 -3.42 1.17
H -1.30 -4.54 1.37
H 0.76 -3.23 0.94
H 0.81 2.71 -0.92
H -1.20 4.14 -1.15
H -3.43 3.19 -0.60
I 3.91 -2.19 -0.38
C 3.66 -0.05 0.03
H 4.13 0.46 -0.82
H 4.24 0.14 0.93
C 1.18 4.56 2.37
N 1.08 3.24 2.93
C -0.30 2.81 2.99
C 1.93 2.29 2.22
C 1.96 0.94 2.91
C 2.03 0.93 4.30
C 2.10 -0.26 4.99
C 2.14 -1.45 4.29
C 2.10 -1.44 2.91
C 1.96 -0.25 2.18
H 0.59 5.25 2.97
H 0.82 4.61 1.33
H 2.23 4.88 2.38
H -0.86 3.51 3.61
H -0.36 1.82 3.44
H -0.77 2.77 2.00
H 2.94 2.71 2.22
H 1.62 2.15 1.16
H 2.03 1.87 4.82
H 2.12 -0.26 6.07
H 2.20 -2.40 4.82
H 2.18 -2.39 2.39
C -1.62 -3.90 -3.04
N -0.88 -2.71 -3.40
C -1.74 -1.54 -3.37
C 0.29 -2.53 -2.55
C 1.10 -1.33 -2.99
C 1.36 -1.21 -4.35
C 2.04 -0.12 -4.86
C 2.46 0.87 -4.00
C 2.22 0.75 -2.64
C 1.57 -0.36 -2.10
H -2.48 -4.00 -3.70
H -1.97 -3.88 -2.00
H -0.98 -4.77 -3.18
H -2.51 -1.64 -4.14
H -1.15 -0.65 -3.59
H -2.23 -1.40 -2.39
H 0.90 -3.45 -2.64
H 0.00 -2.42 -1.50
H 1.00 -1.99 -5.01
H 2.23 -0.05 -5.92
H 2.99 1.74 -4.38
H 2.56 1.55 -1.99
*
```

This record from the Open Molecules 2025 dataset describes a structure of composition C4H6O2. The level of theory is ωB97M-V/def2-TZVPD.

The value obtained for the HOMO-LUMO gap is 9.872 eV. As for the energy: -306.3822 Ha.

ORCA input file:
```
! RIJCOSX wB97M-V def2-TZVPD def2/J DEFGRID3
* xyz 0 1
C 2.62 0.66 -0.15
O 2.69 -0.05 0.83
C -0.31 -0.65 0.36
C -1.59 -0.94 0.57
C -1.91 0.19 -0.38
O -0.47 0.40 -0.52
H 3.39 1.41 -0.37
H 1.77 0.59 -0.86
H 0.69 -0.96 0.67
H -2.15 -1.65 1.15
H -2.38 1.08 0.04
H -2.35 -0.07 -1.34
*
```

This record from the Open Molecules 2025 dataset describes a structure of composition C18H30BaCl2N7O3 at a distorted geometry. The level of theory is ωB97M-V/def2-TZVPD.

The value obtained for the HOMO-LUMO gap (alpha / beta) is 2.855 / 2.861 eV. As for the energy: -2258.7552 Ha.

ORCA input file:
```
! RIJCOSX wB97M-V def2-TZVPD def2/J DEFGRID3
* xyz -1 1
O -0.77 0.63 -0.64
C -1.47 1.26 -1.45
C -0.97 1.69 -2.79
C 0.26 2.39 -2.87
H 0.85 2.53 -1.94
C 0.73 2.88 -4.08
H 1.62 3.52 -4.11
C 0.03 2.64 -5.27
H 0.37 3.06 -6.22
C -1.10 1.82 -5.24
H -1.63 1.56 -6.17
C -1.58 1.34 -4.01
H -2.42 0.66 -3.96
H -3.19 1.10 -1.62
C -3.80 3.09 -0.94
C -3.07 1.77 -0.74
H -4.67 2.98 -0.21
H -4.23 3.16 -1.96
H -3.26 4.04 -0.77
C -3.20 1.05 0.43
C -3.79 1.45 1.75
H -2.83 0.00 0.49
H -4.43 2.36 1.86
H -2.90 1.52 2.43
H -4.35 0.54 2.07
Ba 1.17 -0.52 0.68
Cl 2.52 2.14 0.70
Cl 0.96 -1.78 -1.94
H 4.64 0.54 -2.61
H 6.04 1.70 -1.09
C 3.94 0.33 -1.78
C 5.60 1.27 -0.18
N 4.72 0.16 -0.56
H 3.31 -0.55 -2.01
C 4.64 -0.88 0.28
O 3.66 -1.63 0.45
H 6.37 0.85 0.50
H 5.58 -0.98 0.91
H 3.29 1.22 -1.69
H 5.01 2.03 0.35
H -1.67 -5.57 2.24
H -0.66 -6.22 -0.17
C -2.17 -4.72 1.76
C -1.38 -5.45 -0.48
N -1.49 -4.40 0.51
H -2.18 -3.85 2.40
C -0.94 -3.20 0.31
O -0.94 -2.26 1.15
H -1.01 -5.00 -1.41
H -0.44 -3.08 -0.67
H -3.19 -5.04 1.52
H -2.35 -5.93 -0.64
N 0.76 1.43 6.55
N 0.72 0.54 5.47
N 0.83 -0.77 5.66
C 0.61 -1.23 4.38
N 0.41 -0.24 3.51
N 0.42 0.93 4.23
H 1.00 2.36 6.21
H 1.39 1.04 7.24
H 0.61 -2.29 4.16
*
```

This record from the Open Molecules 2025 dataset describes the molecule C3H3F2N at a distorted geometry. The level of theory is ωB97M-V/def2-TZVPD.

As for the structure (SMILES): N#CCC(F)F. The value obtained for the HOMO-LUMO gap is 12.735 eV. As for the energy: -370.5686 Ha.

ORCA input file:
```
! RIJCOSX wB97M-V def2-TZVPD def2/J DEFGRID3
* xyz 0 1
N 2.60 0.70 0.22
C 1.56 0.36 -0.05
C 0.34 -0.37 -0.36
C -0.96 0.03 0.35
F -1.99 -0.64 -0.13
F -1.21 1.31 -0.01
H 0.03 -0.13 -1.40
H 0.51 -1.51 -0.09
H -0.89 0.25 1.46
*
```

This record from the Open Molecules 2025 dataset describes a structure of composition C5H9N at a distorted geometry. The level of theory is ωB97M-V/def2-TZVPD.

The value obtained for the HOMO-LUMO gap is 11.128 eV. As for the energy: -250.5923 Ha.

ORCA input file:
```
! RIJCOSX wB97M-V def2-TZVPD def2/J DEFGRID3
* xyz 0 1
C 0.54 -1.49 -1.38
C 1.28 -0.37 -0.67
C -0.18 -0.12 -0.21
C -0.32 -0.52 1.31
C -0.82 1.27 -0.40
N -0.66 -1.25 -1.12
H 0.74 -2.41 -1.95
H 2.13 -0.52 0.07
H 1.78 0.34 -1.34
H -1.38 -0.67 1.49
H 0.23 0.36 1.81
H 0.15 -1.54 1.40
H -0.95 1.88 0.50
H -1.80 1.10 -0.86
H -0.38 2.01 -1.07
*
```

This record from the Open Molecules 2025 dataset describes a structure of composition C5H2O at a distorted geometry. The level of theory is ωB97M-V/def2-TZVPD.

The value obtained for the HOMO-LUMO gap is 9.950 eV. As for the energy: -266.6762 Ha.

ORCA input file:
```
! RIJCOSX wB97M-V def2-TZVPD def2/J DEFGRID3
* xyz 0 1
C -1.47 -0.64 -1.08
C 0.27 -0.86 -1.59
C 0.79 0.98 0.40
C -0.83 -0.77 0.09
C 0.31 0.00 -0.56
O 1.77 0.93 1.13
H -0.05 1.73 0.60
H -0.79 -1.36 1.01
*
```

This record from the Open Molecules 2025 dataset describes a structure of composition C23H25F5I2IrN3O5PS2Se at a distorted geometry. The level of theory is ωB97M-V/def2-TZVPD.

The value obtained for the HOMO-LUMO gap (alpha / beta) is 6.526 / 5.723 eV. As for the energy: -6169.4515 Ha.

ORCA input file:
```
! RIJCOSX wB97M-V def2-TZVPD def2/J DEFGRID3
* xyz 2 6
Ir 15.65 14.33 8.90
I 16.05 14.75 12.16
C 17.96 14.07 11.63
I 18.37 14.71 9.61
H 18.01 12.97 11.60
H 18.75 14.48 12.26
C 17.65 19.39 9.30
C 16.84 18.24 9.88
O 16.12 17.57 8.79
P 14.87 16.57 8.92
O 13.96 17.13 10.04
C 13.32 18.48 10.06
C 13.37 19.02 11.48
O 14.09 16.82 7.60
C 14.42 17.69 6.46
C 14.15 19.14 6.72
H 18.20 19.84 10.15
H 16.99 20.16 8.90
H 18.38 19.04 8.58
H 16.12 18.51 10.66
H 17.57 17.54 10.30
H 12.30 18.27 9.72
H 13.81 19.14 9.35
H 13.20 18.27 12.29
H 12.58 19.71 11.66
H 14.31 19.53 11.64
H 13.86 17.16 5.65
H 15.47 17.44 6.19
H 13.15 19.34 7.02
H 14.27 19.71 5.78
H 14.86 19.58 7.40
N 17.11 13.10 6.49
C 17.27 12.96 5.16
C 16.15 13.64 4.61
C 15.45 14.14 5.69
N 16.01 13.75 6.84
H 17.61 12.56 7.16
H 18.13 12.43 4.76
H 15.85 13.75 3.57
H 14.54 14.76 5.74
F 6.73 14.66 9.70
C 8.04 14.52 9.86
C 8.78 15.64 10.10
F 8.27 16.85 10.12
C 10.13 15.54 10.49
F 10.78 16.61 10.89
C 10.74 14.29 10.59
Se 12.54 14.04 11.11
C 9.95 13.16 10.21
F 10.54 11.97 10.29
C 8.63 13.24 9.89
F 7.90 12.15 9.66
O 16.89 11.11 11.16
S 16.46 11.03 9.81
O 17.48 11.05 8.79
N 15.39 12.28 9.51
C 14.19 11.87 9.06
S 13.11 13.13 8.54
C 14.02 10.42 9.11
C 12.87 9.68 8.93
C 12.90 8.27 9.21
C 14.07 7.67 9.76
C 15.19 8.45 9.94
C 15.20 9.79 9.67
H 11.94 10.08 8.52
H 12.02 7.73 8.96
H 14.06 6.58 9.87
H 16.09 7.92 10.25
*
```

This record from the Open Molecules 2025 dataset describes a structure of composition C24H56F6N4O8V at a distorted geometry. The level of theory is ωB97M-V/def2-TZVPD.

The value obtained for the HOMO-LUMO gap (alpha / beta) is 7.111 / 4.297 eV. As for the energy: -3311.4927 Ha.

ORCA input file:
```
! RIJCOSX wB97M-V def2-TZVPD def2/J DEFGRID3
* xyz 2 4
V -0.08 0.56 -0.19
C 2.45 1.65 2.15
O 1.76 1.48 3.31
O 1.49 1.35 1.11
C 3.32 2.99 2.07
F 3.34 3.35 0.80
F 2.81 3.97 2.76
F 4.64 2.83 2.28
C 2.42 1.45 4.61
C 1.52 2.12 5.60
H 0.54 1.67 5.46
H 1.72 1.90 6.65
H 1.30 3.18 5.47
H 3.43 1.85 4.66
H 2.45 0.43 4.99
H 3.17 0.83 2.11
C -2.94 0.06 -2.31
O -3.48 -1.20 -1.79
O -1.74 0.25 -1.54
C -2.97 0.14 -3.85
F -2.03 0.90 -4.45
F -2.94 -1.05 -4.47
F -4.16 0.65 -4.27
C -4.85 -1.58 -1.98
C -4.95 -3.11 -2.01
H -5.95 -3.39 -1.70
H -4.83 -3.51 -3.02
H -4.15 -3.55 -1.41
H -5.32 -1.16 -2.86
H -5.41 -1.40 -1.06
H -3.70 0.81 -2.08
C -1.88 2.50 3.35
C -1.73 1.17 2.45
C -3.07 0.46 2.52
O -2.98 -0.59 1.56
C -4.15 -1.33 1.48
N -1.46 1.64 1.13
H -2.52 3.25 2.89
H -0.90 2.87 3.64
H -2.43 2.19 4.24
H -0.91 0.56 2.82
H -3.95 1.06 2.28
H -3.33 0.06 3.50
H -5.08 -0.83 1.21
H -4.34 -1.78 2.46
H -4.08 -2.10 0.72
H -1.02 2.54 1.27
H -2.39 1.96 0.88
C 2.61 -1.08 -3.29
C 1.25 -1.20 -2.58
C 0.90 -2.70 -2.32
O -0.36 -2.75 -1.62
C -0.94 -4.02 -1.68
N 1.45 -0.38 -1.43
H 3.39 -1.39 -2.60
H 2.59 -0.11 -3.79
H 2.71 -1.81 -4.09
H 0.42 -0.76 -3.13
H 1.73 -3.10 -1.74
H 0.96 -3.22 -3.27
H -1.13 -4.47 -2.65
H -1.96 -3.94 -1.29
H -0.34 -4.73 -1.11
H 2.11 -0.93 -0.89
H 2.11 0.28 -1.80
C -0.67 -2.72 2.88
C 0.27 -1.85 1.96
C 1.60 -2.59 1.59
O 2.46 -1.75 0.90
C 3.81 -2.18 0.76
N -0.42 -1.32 0.80
H -1.26 -3.39 2.25
H -1.17 -2.12 3.64
H -0.03 -3.39 3.45
H 0.65 -1.05 2.59
H 1.22 -3.47 1.07
H 2.20 -2.74 2.49
H 4.33 -1.24 0.58
H 3.99 -2.83 -0.09
H 4.27 -2.62 1.65
H -0.53 -2.07 0.13
H -1.37 -1.35 1.16
C 0.06 3.59 -3.47
C 0.90 2.56 -2.65
C 2.42 2.79 -2.74
O 3.15 1.83 -1.96
C 4.52 2.00 -1.80
N 0.34 2.46 -1.34
H -0.04 4.60 -3.09
H -0.93 3.13 -3.45
H 0.42 3.60 -4.50
H 0.72 1.61 -3.14
H 2.66 3.76 -2.31
H 2.81 2.57 -3.73
H 4.96 2.08 -2.80
H 5.09 1.16 -1.42
H 4.81 2.88 -1.22
H 1.04 3.11 -1.00
H -0.40 3.15 -1.35
*
```

This record from the Open Molecules 2025 dataset describes a cluster of 2 separate species, CH3IOS2 in total at a distorted geometry. The level of theory is ωB97M-V/def2-TZVPD.

The value obtained for the HOMO-LUMO gap (alpha / beta) is 7.901 / 6.234 eV. As for the energy: -1209.1055 Ha.

ORCA input file:
```
! RIJCOSX wB97M-V def2-TZVPD def2/J DEFGRID3
* xyz 0 1
C 1.46 -0.20 -0.13
O -0.65 1.45 -0.22
S -2.80 -1.48 0.88
S 0.22 0.77 -1.17
I -3.41 0.79 0.66
H 1.01 -0.24 0.76
H 1.61 -1.24 -0.59
H 2.55 0.14 -0.19
*
```

This record from the Open Molecules 2025 dataset describes a cluster of 7 separate species, C6H28N2O6 in total at a distorted geometry. The level of theory is ωB97M-V/def2-TZVPD.

As for the structure (SMILES): CN(C)CCCCN.O.O.O.O.O.O. The value obtained for the HOMO-LUMO gap is 9.435 eV. As for the energy: -806.2023 Ha.

ORCA input file:
```
! RIJCOSX wB97M-V def2-TZVPD def2/J DEFGRID3
* xyz 0 1
C 0.39 -2.90 1.88
N 0.13 -1.94 0.72
C -0.99 -1.01 1.05
C 1.48 -1.34 0.52
C 1.56 -0.49 -0.76
C 2.66 0.50 -0.40
C 2.25 1.31 0.81
N 0.96 2.03 0.40
H -0.55 -3.40 2.17
H 0.65 -2.29 2.74
H 1.14 -3.69 1.81
H -1.40 -0.61 0.10
H -1.77 -1.60 1.40
H -0.71 -0.04 1.52
H 2.26 -2.16 0.18
H 2.00 -0.91 1.48
H 1.83 -1.33 -1.43
H 0.57 -0.18 -1.09
H 3.51 -0.14 -0.33
H 2.91 1.20 -1.28
H 2.16 0.69 1.73
H 3.00 2.05 0.99
H 0.13 2.04 1.13
H 0.60 1.57 -0.41
O -0.69 -0.31 -3.13
H -0.86 -1.33 -3.10
H -0.12 0.19 -2.57
O -1.84 2.12 2.45
H -2.03 2.01 3.42
H -1.69 3.09 2.39
O -2.87 0.34 -1.85
H -3.27 0.56 -2.71
H -1.98 0.02 -2.12
O -1.03 -2.88 -2.15
H -1.11 -2.55 -1.27
H -0.40 -3.55 -2.19
O -0.79 2.40 -2.54
H -1.05 1.63 -3.14
H -0.67 3.11 -3.18
O 0.32 1.52 3.61
H 0.51 2.20 2.83
H -0.13 0.69 3.21
*
```